DFT (ωB97M-V/def2-TZVPD) results for a 3-piece molecular cluster, C37H67ClF5N3O6PS overall at a distorted geometry.

Summary:
charge	+1
E_LUMO	-3.219	eV
molar mass	843.442	g mol⁻¹
frontier orbital gap	8.09	eV

Geometry (Å):
1 Cl 2.0474 -4.6264 -2.6088
2 S 2.2649 0.2968 -0.0734
3 P -2.2225 -2.1256 1.6151
4 F 0.0356 -4.8471 2.9671
5 F -1.3214 -6.0848 1.8523
6 F 0.7647 -6.3001 1.5462
7 F -1.7039 -4.5980 0.0180
8 F 0.1451 -5.2438 -0.5160
9 O 3.1805 -8.3683 1.3219
10 O 1.9457 -1.3930 3.7707
11 O -2.3680 -3.3634 2.6737
12 O -2.9332 -0.8820 2.4270
13 O 1.2853 -0.9025 2.6621
14 O 0.4476 -1.1701 -1.5847
15 N 4.9008 -6.8990 1.3757
16 N -0.4730 -1.8219 1.1254
17 N -3.2557 -2.3458 0.4536
18 C 3.5568 7.4111 -2.4423
19 C -4.0859 4.6029 3.3291
20 C -0.4092 -4.3810 0.4705
21 C 1.6989 -2.9496 -2.0796
22 C -2.8729 -2.0600 -3.5891
23 C 2.7074 -4.2798 0.4768
24 C 1.0921 3.2976 -2.7599
25 C 0.5584 -0.1668 -0.6524
26 C -3.1548 -3.3570 -4.1463
27 C -1.5261 1.9845 0.4948
28 C 1.6715 4.3888 -3.6505
29 C 2.8998 -0.9268 -3.3459
30 C -3.0133 1.6135 0.2158
31 C -0.5407 -0.4682 0.4619
32 C -5.2985 5.1855 4.0570
33 C 0.2114 -2.9455 0.3002
34 C 3.8932 -7.6310 0.6741
35 C 1.6759 -3.2211 0.9133
36 C -1.1703 -4.1635 -2.8655
37 C -3.8404 5.1632 1.9276
38 C 1.8382 -2.1106 -3.4524
39 C -0.8703 -2.9100 -2.2374
40 C 3.6628 -7.5816 -0.8611
41 C 3.6818 -4.6622 1.6973
42 C 3.7194 4.8837 -2.1585
43 C 3.1787 6.1998 -1.5981
44 C -0.6848 0.8559 1.2545
45 C 4.8955 -5.4359 1.0532
46 C -2.2568 -4.4108 -3.7777
47 C -4.1146 7.1989 5.0775
48 C 0.3477 -2.5843 -1.2823
49 C 0.0629 -1.5967 2.5061
50 C -0.1768 -5.3174 1.7191
51 C -1.7875 -1.8490 -2.6898
52 C -4.9806 4.8754 0.9581
53 C 3.1928 4.5037 -3.5438
54 C -5.2820 6.7052 4.2309
55 H -5.9145 5.3366 1.2825
56 H -3.1142 -3.1890 3.2831
57 H -2.4192 -5.4203 -4.2134
58 H 3.1440 7.3463 -3.4507
59 H 1.6533 -3.4034 2.0183
60 H 4.9259 -5.3675 -0.0627
61 H -1.6913 -0.7955 -2.3395
62 H -0.6436 -1.0354 3.1858
63 H -3.1522 6.9609 4.6196
64 H -4.1639 8.2835 5.1928
65 H 0.0078 3.2380 -2.8918
66 H 1.2853 3.4940 -1.7013
67 H 3.4473 -3.8399 -0.2421
68 H 0.8789 -1.8078 -3.9141
69 H 3.1482 -5.2212 2.4968
70 H 3.2017 -0.7165 -4.4036
71 H 2.4371 -5.2570 0.0423
72 H 0.2777 1.3949 1.4724
73 H 2.2805 1.6608 0.0729
74 H 4.0970 -3.6769 2.0451
75 H -3.6447 -0.4695 1.9075
76 H 3.1708 8.3253 -1.9872
77 H -5.3668 4.7178 5.0452
78 H -4.2131 3.5156 3.2605
79 H 2.5186 -2.4573 -1.4902
80 H 4.8114 4.9405 -2.2078
81 H 3.4942 4.0797 -1.4483
82 H -0.5330 -5.0453 -2.6902
83 H -1.5446 2.8305 1.2339
84 H -3.4547 2.4624 -0.3735
85 H -5.1441 3.7989 0.8609
86 H -3.1865 4.7606 3.9334
87 H 0.2062 0.7823 -1.1473
88 H 3.7628 -1.1865 -2.6971
89 H -3.6589 6.2403 1.9722
90 H -1.4673 -0.5063 -0.1799
91 H 2.6584 -7.1270 -1.0522
92 H -3.9953 -3.5629 -4.8369
93 H 5.8668 -5.0004 1.4001
94 H -2.9227 4.7149 1.5308
95 H -1.1531 0.8312 2.2640
96 H -3.6440 1.5707 1.1425
97 H -6.2150 4.9017 3.5304
98 H -4.7437 5.2723 -0.0316
99 H 3.6558 -8.6113 -1.2799
100 H 2.3143 -2.7644 -4.2299
101 H 3.5425 5.2304 -4.2824
102 H 4.5982 -6.9364 2.3553
103 H 1.1977 5.3457 -3.4161
104 H 2.3365 -0.0352 -2.9867
105 H 2.2194 -2.2410 0.8189
106 H 1.5173 2.3219 -3.0140
107 H 3.5804 6.3380 -0.5896
108 H 2.2119 -0.6387 4.3303
109 H -0.9711 2.3955 -0.3854
110 H 3.6404 3.5463 -3.8339
111 H 4.3999 -6.9194 -1.3809
112 H -3.5514 -1.2251 -3.8726
113 H -6.2153 7.0081 4.7129
114 H 2.0907 6.1522 -1.4896
115 H -3.1562 0.7067 -0.4210
116 H 0.1563 -2.5333 3.1229
117 H -2.7216 -2.3258 -0.4220
118 H 4.6421 7.5059 -2.5204
119 H 1.4125 4.1659 -4.6891
120 H -5.2660 7.2014 3.2563
121 H -4.1414 6.7532 6.0746

Forces on the atoms, in the same order (eV/Å):
0.016 0.111 0.779
0.510 -0.451 0.070
-7.421 -0.743 -0.768
0.189 0.990 -1.132
0.818 1.407 -0.412
-0.265 2.058 -0.345
0.497 1.803 1.911
1.229 1.758 1.018
0.071 -0.002 -0.123
0.649 -1.557 1.370
1.598 1.824 -0.292
2.140 -0.820 1.009
-0.528 1.315 -2.413
0.750 0.421 0.943
-1.448 1.265 -0.738
0.619 0.625 2.346
2.864 0.547 -0.338
-0.122 0.062 0.071
0.141 0.061 0.051
-1.365 -3.044 -3.444
0.580 1.315 -0.876
0.014 -1.194 -0.076
2.106 -0.903 -0.033
-0.240 -0.031 0.035
-1.268 0.806 1.139
1.755 -0.032 1.197
-0.087 -0.349 0.963
0.139 -0.055 -0.042
-1.952 -0.093 -0.701
-0.146 0.897 -0.783
-0.495 2.798 -2.738
-0.140 0.006 -0.031
2.212 -1.975 -0.579
-0.405 -0.665 0.274
0.690 1.526 0.939
0.003 -0.382 -0.170
-0.071 -0.159 0.019
1.323 -0.287 -0.548
-2.723 -0.145 -1.591
0.496 1.059 0.095
0.164 1.286 -1.752
-0.072 -0.045 0.071
0.143 0.000 -0.011
-0.170 1.837 1.203
0.746 -0.412 0.079
-0.259 1.581 0.283
-0.037 0.145 -0.074
-0.702 0.424 -2.663
0.657 -0.919 4.657
-1.405 -4.222 2.367
0.032 -0.447 0.258
0.103 0.132 -0.095
0.016 0.029 -0.065
0.046 -0.092 0.114
0.015 -0.044 -0.017
0.406 -0.038 -0.182
0.367 0.829 0.541
0.038 0.017 0.013
-0.718 0.429 -0.912
-0.233 0.238 0.915
0.127 -1.011 -0.268
-0.198 -0.265 -1.524
-0.005 0.003 0.039
0.057 -0.053 0.044
0.022 -0.048 0.028
0.028 0.002 -0.002
-1.018 -0.265 0.402
0.472 0.045 0.608
0.496 0.357 -0.450
0.117 -0.092 1.038
-0.629 0.863 0.184
-0.422 -1.196 -0.374
-0.672 -0.720 -0.402
-0.527 -0.959 0.280
0.414 -0.391 -0.415
0.054 0.002 -0.062
0.008 0.028 -0.029
-0.010 -0.003 -0.025
-0.528 -1.278 -0.158
-0.027 0.009 0.014
0.023 -0.014 -0.030
-0.443 0.725 0.084
0.109 -0.677 -0.679
0.297 -0.783 0.466
-0.083 0.030 0.024
-0.042 0.001 0.009
0.114 -1.069 0.429
-0.547 0.273 -0.511
0.015 -0.032 0.038
0.863 -0.287 0.654
0.704 -0.490 0.292
0.644 0.373 0.573
-0.841 -0.391 -0.144
0.023 0.076 0.013
0.151 -0.616 -0.811
0.747 -0.166 -0.661
0.042 -0.023 -0.002
-0.080 -0.047 0.001
0.151 0.754 0.446
-0.672 0.090 0.989
0.001 -0.012 0.046
0.477 -0.648 -0.308
0.027 -0.008 0.003
0.920 -0.442 -0.002
-0.527 -0.807 0.155
0.035 0.010 0.039
-0.050 -0.030 -0.014
-0.497 0.189 -0.644
-0.634 -0.578 0.440
-0.028 0.025 -0.002
-0.478 -0.802 0.258
0.796 -0.564 0.398
0.001 -0.015 -0.067
0.010 -0.034 -0.005
0.095 0.506 0.624
-0.056 0.367 -1.298
-0.876 -0.399 -0.469
-0.034 -0.005 -0.042
-0.009 0.037 0.029
-0.022 -0.030 -0.003
0.039 -0.007 -0.030

Atom charges from the Löwdin analysis, given in e for atoms 1 to 2:
1 Cl 0.75
2 S 0.84



DFT (ωB97M-V/def2-TZVPD) results for a 5-piece molecular cluster, C37H69BFNO12 overall at a distorted geometry.

Summary:
structure (SMILES)	Cc1ccc(CB(F)c2cccnc2)cc1.COCCOCCOC.COCCOCCOC.COCCOCCOC.COCCOCCOC
E_LUMO	0.011	eV
molar mass	749.764	g mol⁻¹
frontier orbital gap	8.71	eV

Geometry (Å):
1 F 0.0577 -6.6162 -4.6588
2 O 0.2361 2.3240 1.4582
3 O -6.0315 6.6529 8.1492
4 O 9.1770 -3.4059 -10.7150
5 O -3.9844 2.5079 6.6273
6 O -7.8065 9.0268 9.0399
7 O -2.2244 0.1276 5.7279
8 O -7.2511 6.3880 10.9677
9 O -3.4369 -0.1463 8.5487
10 O 9.4339 -6.4383 -10.1516
11 O -1.0599 0.9940 -1.2932
12 O 6.7584 -5.1785 -9.2841
13 O -2.7487 2.5955 0.7456
14 N 4.4446 -7.6173 -6.9760
15 C -7.7459 8.3802 7.7755
16 C 1.2869 -3.5432 -5.8818
17 C -5.5050 7.0263 9.4209
18 C 4.5750 -7.5896 -4.4249
19 C 3.2456 -7.0382 -4.2098
20 C -0.8951 2.1891 2.3098
21 C 5.4294 -5.6373 -9.4330
22 C -7.4203 6.9059 7.9481
23 C -3.9285 1.8657 5.3614
24 C 2.5279 0.4315 -4.1173
25 C -7.6653 10.4280 8.9285
26 C -3.8324 3.9098 6.5203
27 C 1.1585 3.2758 1.9443
28 C 0.8066 -4.9133 -6.4774
29 C -2.0777 1.6192 1.5406
30 C -2.1161 -0.4462 8.1180
31 C 8.9940 -5.7402 -11.3139
32 C -2.0724 1.9615 -1.5348
33 C 2.0607 -0.9405 -4.7831
34 C 1.0482 -1.0381 -5.8201
35 C 2.3249 -3.4271 -4.8627
36 C -4.0522 -1.2452 9.1875
37 C 2.5459 -6.7878 -5.4769
38 C 7.5693 -6.1088 -8.5804
39 C -1.2909 -0.2073 -2.0016
40 C -7.8631 5.2894 11.6104
41 C 9.7234 -4.4262 -11.5402
42 C 5.0541 -7.8078 -5.7658
43 C 9.0383 -5.8844 -8.8983
44 C 0.6411 -2.3153 -6.3944
45 C -3.6123 0.3890 5.5286
46 C 3.1980 -7.1155 -6.7220
47 C -1.6925 0.4918 6.9998
48 C 10.0648 -2.3193 -10.5537
49 C -5.9276 6.0921 10.5426
50 C -2.0738 3.0136 -0.4382
51 C 2.7367 -2.1356 -4.2845
52 B 1.0728 -6.1604 -5.4780
53 H -1.1720 3.1598 2.7373
54 H -7.3044 5.0040 12.5079
55 H 2.5868 -6.9299 -7.6477
56 H 0.6912 4.2651 2.0051
57 H 7.9112 -5.6071 -11.3076
58 H 4.9617 -5.7852 -8.4583
59 H 7.4009 -5.9520 -7.5068
60 H -1.8540 2.4389 -2.4987
61 H -5.2619 6.2330 11.4039
62 H -4.6347 4.3403 5.9145
63 H -8.8717 5.5852 11.8987
64 H -5.7333 8.0683 9.6500
65 H -1.0661 3.3667 -0.2136
66 H -5.0585 -0.9460 9.4803
67 H -2.2377 -0.6593 -1.6855
68 H 9.5968 -4.1134 -12.5845
69 H 10.7904 -4.5589 -11.3263
70 H -0.6204 1.5019 3.1201
71 H -4.1317 -2.0930 8.4981
72 H -2.0522 -1.4824 7.7674
73 H -2.8200 1.2804 2.2679
74 H -8.4708 10.8519 8.3211
75 H -7.6709 6.3955 7.0144
76 H -4.4196 6.9528 9.3148
77 H 9.6284 -6.4190 -8.1494
78 H 10.2889 -1.8549 -11.5189
79 H -8.0221 6.4465 8.7335
80 H 2.8066 -6.8277 -3.2132
81 H 2.8687 -4.3174 -4.4629
82 H 3.6010 0.2461 -3.8319
83 H 1.9228 0.5740 -3.1889
84 H -4.9121 1.9791 4.8882
85 H -8.7299 8.4836 7.3009
86 H -1.7982 0.7503 0.9431
87 H 9.5851 -1.5844 -9.9071
88 H -6.9847 8.8509 7.1426
89 H -3.8773 4.3335 7.5234
90 H -3.4921 -1.5378 10.0819
91 H 6.1041 -8.2017 -5.8464
92 H -7.9365 4.4377 10.9252
93 H 1.9892 3.3317 1.2409
94 H -0.6078 0.4135 6.8903
95 H -0.1208 -2.4368 -7.1925
96 H -4.2166 -0.0690 6.3129
97 H -0.4846 -0.9019 -1.7648
98 H -6.6913 10.6799 8.4939
99 H 1.5415 2.9788 2.9264
100 H 9.2297 -6.4026 -12.1511
101 H 5.2233 -7.8413 -3.5551
102 H -7.7133 10.8531 9.9311
103 H 9.3139 -4.8309 -8.8297
104 H -3.8668 -0.1166 4.5930
105 H 0.5480 -0.1247 -6.2193
106 H -2.8556 4.1545 6.0868
107 H -1.4472 -0.3127 8.9780
108 H -5.8578 5.0543 10.1976
109 H 4.8702 -4.8820 -9.9865
110 H -3.1640 2.3336 4.7294
111 H 2.4351 1.2595 -4.8611
112 H -2.6407 3.8751 -0.8010
113 H -1.9155 1.5336 7.2353
114 H -1.2974 -0.0232 -3.0804
115 H 10.9904 -2.6516 -10.0699
116 H -3.0562 1.4803 -1.5810
117 H 1.3376 -5.1030 -7.4576
118 H 5.4100 -6.5702 -10.0071
119 H 3.5318 -2.0653 -3.5071
120 H 7.2923 -7.1358 -8.8435
121 H -0.2844 -4.8120 -6.7302

Forces on the atoms, in the same order (eV/Å):
1.694 0.576 -0.993
-0.072 0.273 -0.081
-0.104 0.091 0.153
0.184 -0.028 0.168
0.275 0.039 -0.017
0.237 0.078 -0.025
-0.100 0.084 0.134
-0.086 -0.170 -0.180
-0.089 -0.177 -0.177
-0.099 0.181 0.011
-0.141 -0.148 0.116
0.053 -0.154 -0.228
0.162 -0.088 -0.055
-1.633 0.627 3.849
-0.250 -0.113 0.463
0.208 1.654 0.299
0.085 -0.242 -0.106
-1.568 0.745 -0.313
1.509 -0.910 -3.153
0.213 -0.462 -0.268
0.107 0.266 -0.043
0.150 0.030 -0.252
-0.274 -0.095 0.485
-0.252 -1.797 -0.758
-0.021 -0.244 0.120
-0.029 -0.216 0.116
-0.088 -0.199 -0.130
-0.208 0.087 0.038
-0.076 0.260 0.152
-0.199 0.465 0.156
0.254 -0.117 -0.020
0.530 0.032 0.120
0.549 -0.740 0.319
0.213 -1.481 -0.003
-0.268 1.537 0.074
0.036 0.231 -0.064
0.724 -0.867 1.414
0.016 0.523 -0.019
0.130 0.176 0.155
0.030 0.221 -0.064
-0.504 0.164 0.098
1.312 -0.539 0.398
-0.034 -0.261 -0.023
2.220 -0.465 2.291
0.149 0.057 -0.248
-0.997 0.502 -0.696
0.080 -0.224 -0.113
-0.227 -0.163 0.040
-0.198 0.453 0.153
-0.292 -0.014 -0.027
-2.426 -0.433 -2.459
-0.348 0.360 -0.335
-0.054 0.012 -0.004
-0.022 -0.134 0.007
0.678 -0.167 0.926
0.039 0.036 0.141
0.028 0.237 0.078
-0.051 -0.105 -0.085
0.068 -0.209 0.089
-0.210 0.083 -0.062
0.180 -0.128 -0.067
0.047 0.137 -0.044
0.080 0.069 0.002
-0.178 -0.074 0.150
0.094 -0.216 -0.080
0.080 0.066 0.001
-0.055 -0.020 -0.153
0.164 -0.126 -0.107
0.012 -0.051 -0.031
-0.192 0.058 0.166
0.059 -0.104 0.088
0.034 -0.004 -0.033
-0.003 0.104 0.013
0.042 0.117 -0.073
0.095 0.055 -0.013
-0.031 -0.087 -0.040
-0.029 -0.078 -0.066
0.134 0.058 -0.005
-0.021 0.221 0.111
0.388 -0.213 -0.867
-0.708 0.710 -0.599
-1.054 0.612 -0.249
0.479 0.285 -0.809
0.063 -0.035 -0.247
0.055 -0.031 -0.225
0.242 0.083 -0.001
-0.051 -0.059 -0.074
0.002 -0.040 -0.047
-0.099 -0.069 -0.047
-0.023 -0.135 0.008
-1.101 0.374 0.113
0.063 -0.103 0.089
-0.047 -0.087 0.020
-0.034 -0.090 -0.043
0.601 0.413 0.723
-0.019 0.215 0.110
0.018 0.105 -0.018
-0.057 0.096 -0.107
0.024 0.122 0.063
0.088 0.004 0.069
-0.468 0.230 -0.965
-0.058 -0.084 -0.035
-0.228 0.064 -0.048
0.098 0.045 -0.013
0.591 -0.709 0.520
-0.052 0.085 -0.118
0.179 -0.128 -0.067
0.037 -0.005 -0.033
0.119 0.049 0.029
0.001 -0.028 -0.055
0.068 -0.516 0.897
-0.071 -0.080 0.029
-0.186 -0.073 0.149
-0.092 -0.114 -0.078
0.096 0.066 -0.103
-0.036 0.049 -0.001
-0.411 0.234 0.984
-0.092 -0.098 0.129
-0.798 -0.132 -0.784
0.021 -0.029 0.025
0.931 -0.089 0.299

Atom charges from the Löwdin analysis, given in e for atoms 1 to 2:
1 F 0.15
2 O -0.20



What is the formula in the first record? C37H67ClF5N3O6PS



Which of these has the highest frontier orbital gap? C37H69BFNO12